Entry 1:
ORCA calculation (ωB97M-V/def2-TZVPD) on C29H52BCl2MnN2O33 as an isolated structure at a distorted geometry.

## Properties
<S²>: 12.009
E_tot in eV: -158482.763
M in u: 1093.4
LUMO energy (spin up / spin down) in eV: -6.98 / -10.91
Kohn-Sham gap (spin up / spin down) in Eh: 0.2609 / 0.1162

ORCA input file:
```
! wB97M-V def2-TZVPD RIJCOSX def2/J DEFGRID3
* xyz 2 7
Mn -4.11 -2.55 2.04
O 3.71 0.63 0.82
C 2.49 0.68 1.13
O 1.56 0.30 0.39
B 0.26 0.67 0.99
O 0.61 1.28 2.29
C 1.98 1.21 2.43
O 2.68 1.60 3.43
O -0.53 -0.53 1.18
C -1.71 -0.32 0.85
O -2.64 -1.05 1.03
C -1.72 1.04 0.08
O -0.45 1.53 0.09
O -2.70 1.57 -0.43
Cl 6.72 -1.04 4.22
C 6.58 0.40 3.20
C 7.03 0.37 1.75
Cl 8.78 -0.10 1.71
H 7.21 1.15 3.66
H 5.58 0.83 3.28
H 7.14 1.38 1.33
H 6.47 -0.28 1.09
C -3.94 5.07 -3.38
N -4.15 4.72 -1.92
O -3.16 4.38 -1.30
O -5.19 5.05 -1.38
H -3.56 4.15 -3.82
H -3.19 5.86 -3.35
H -4.87 5.50 -3.77
C 1.19 -2.67 -1.35
N 1.33 -3.86 -2.24
O 1.94 -4.79 -1.92
O 0.83 -3.78 -3.35
H 0.35 -2.05 -1.65
H 2.06 -2.01 -1.40
H 0.97 -2.89 -0.30
C -5.99 -1.58 -2.26
O -6.01 -0.33 -1.55
C -5.74 -0.44 -0.24
O -5.52 -1.48 0.44
O -5.69 0.77 0.33
C -5.95 2.01 -0.32
H -5.00 -1.90 -2.57
H -6.56 -1.48 -3.18
H -6.55 -2.34 -1.72
H -5.39 2.17 -1.24
H -5.84 2.83 0.39
H -6.97 2.13 -0.69
C 4.98 2.07 -2.18
O 4.86 2.54 -3.47
C 3.73 2.97 -3.95
O 2.67 3.26 -3.34
O 3.82 3.14 -5.27
C 2.61 3.49 -5.98
H 5.93 2.23 -1.68
H 4.86 1.00 -2.34
H 4.24 2.44 -1.47
H 1.92 2.66 -6.17
H 2.92 3.96 -6.91
H 2.06 4.20 -5.37
C 4.71 -2.31 -0.16
O 4.83 -2.83 1.15
C 3.89 -2.59 2.07
O 2.71 -2.21 1.94
O 4.39 -3.18 3.14
C 3.58 -3.14 4.29
H 5.69 -2.15 -0.61
H 4.30 -1.31 -0.03
H 4.02 -2.95 -0.72
H 2.80 -3.86 4.04
H 3.08 -2.19 4.45
H 4.00 -3.44 5.24
C -2.12 1.01 4.17
O -1.38 -0.19 4.44
C -1.90 -1.40 4.25
O -2.87 -1.76 3.58
O -1.11 -2.39 4.83
C 0.00 -2.13 5.64
H -1.60 1.95 3.97
H -2.87 1.08 4.96
H -2.70 0.98 3.25
H 0.12 -1.07 5.87
H 0.88 -2.50 5.13
H -0.39 -2.73 6.47
C -0.52 -5.11 2.00
O -0.83 -5.18 0.63
C -1.85 -4.41 0.21
O -2.58 -3.69 0.93
O -1.68 -4.34 -1.09
C -2.29 -3.41 -1.92
H 0.45 -5.58 2.11
H -1.27 -5.57 2.65
H -0.38 -4.11 2.41
H -2.13 -2.35 -1.70
H -3.32 -3.78 -1.85
H -2.14 -3.51 -2.99
C -0.60 -2.82 -7.02
O -0.95 -2.20 -5.82
C -1.91 -1.18 -5.84
O -2.48 -0.66 -6.82
O -2.29 -1.01 -4.55
C -3.15 -0.01 -4.11
H -1.54 -2.98 -7.56
H -0.10 -3.70 -6.62
H 0.08 -2.19 -7.60
H -3.15 0.90 -4.71
H -2.84 0.33 -3.13
H -4.17 -0.35 -3.94
C -1.74 4.10 1.85
O -0.41 4.23 2.18
C -0.03 4.54 3.45
O -0.82 4.58 4.44
O 1.30 4.69 3.52
C 1.95 4.46 4.70
H -2.36 3.50 2.52
H -1.74 3.62 0.87
H -2.12 5.07 1.55
H 1.50 3.99 5.58
H 2.09 5.47 5.09
H 2.97 4.13 4.51
*
```

Atom charges from the Mulliken analysis, given in e for atoms 1 to 6: Mn 1.351; O -0.193; C 0.215; O -0.750; B 1.162; O 0.028


Entry 2:
ORCA calculation (ωB97M-V/def2-TZVPD) on a 6-piece molecular cluster, C29H52F12I3N2O15S5 overall.

## Properties
E_tot in eV: -175688.208
M in u: 1437.8
LUMO energy in eV: -4.59
Kohn-Sham gap in Eh: 0.2625

ORCA input file:
```
! wB97M-V def2-TZVPD RIJCOSX def2/J DEFGRID3
* xyz 1 1
C -1.79 -5.45 0.00
C -1.79 -4.82 1.39
C -0.38 -4.75 1.99
F -0.30 -5.42 3.21
C 0.08 -3.33 2.27
N 1.06 -2.64 1.66
C 1.92 -3.15 0.57
F 2.18 -2.13 -0.23
F 1.22 -4.04 -0.13
C 3.29 -3.77 1.05
F 3.70 -3.09 2.13
F 4.15 -3.61 0.04
C 3.30 -5.28 1.44
F 4.55 -5.63 1.68
F 2.56 -5.44 2.55
F 2.79 -6.04 0.47
C 1.07 -1.34 2.20
C 2.01 -0.21 1.81
F 3.27 -0.66 1.64
F 2.06 0.66 2.86
C 1.55 0.62 0.57
F 0.57 -0.05 -0.09
F 2.58 0.79 -0.27
C 0.07 -1.27 3.10
C -0.33 -0.03 3.85
I -2.39 0.48 3.57
C 0.19 0.08 5.30
C -0.71 -0.36 6.45
I 0.75 2.15 5.61
N -0.51 -2.53 3.15
I -2.05 -3.19 4.34
H -1.22 -4.84 -0.70
H -2.81 -5.50 -0.38
H -1.37 -6.45 0.02
H -2.25 -3.83 1.34
H -2.39 -5.42 2.08
H 0.31 -5.23 1.32
H 1.15 1.58 0.90
H 0.13 0.78 3.29
H 1.15 -0.44 5.34
H -0.12 -0.87 7.21
H -1.48 -1.06 6.12
H -1.21 0.48 6.92
O 6.21 5.84 2.15
S 6.97 5.13 1.17
O 6.97 5.59 -0.19
O 6.52 3.60 1.19
C 5.10 3.34 1.13
C 4.53 3.50 -0.27
C 8.62 4.90 1.71
H 4.60 3.99 1.85
H 5.00 2.31 1.48
H 4.57 4.53 -0.60
H 3.49 3.17 -0.28
H 5.09 2.89 -0.98
H 8.61 4.51 2.72
H 9.10 5.88 1.67
H 9.12 4.21 1.03
O 8.03 6.43 -5.94
S 7.82 7.77 -5.48
O 8.91 8.69 -5.46
O 7.15 7.70 -4.03
C 7.79 6.87 -3.03
C 9.02 7.52 -2.42
C 6.45 8.50 -6.32
H 8.01 5.90 -3.46
H 7.02 6.73 -2.27
H 9.83 7.61 -3.15
H 9.36 6.91 -1.59
H 8.78 8.52 -2.06
H 5.61 7.81 -6.29
H 6.78 8.67 -7.34
H 6.20 9.44 -5.83
O 1.77 8.13 -2.47
S 2.56 7.47 -3.47
O 2.49 7.92 -4.82
O 2.23 5.91 -3.41
C 0.83 5.54 -3.45
C 0.24 5.62 -4.85
C 4.24 7.37 -2.97
H 0.28 6.16 -2.74
H 0.82 4.51 -3.09
H 0.19 6.65 -5.20
H -0.76 5.20 -4.84
H 0.85 5.05 -5.55
H 4.29 7.01 -1.95
H 4.64 8.38 -3.04
H 4.76 6.72 -3.66
O -4.63 -3.48 2.11
S -5.93 -3.81 2.63
O -6.28 -5.19 2.77
O -7.02 -3.03 1.80
C -7.00 -3.15 0.35
C -7.63 -4.44 -0.13
C -6.20 -2.99 4.17
H -5.98 -3.03 0.01
H -7.58 -2.29 0.01
H -7.04 -5.31 0.16
H -7.70 -4.42 -1.22
H -8.62 -4.57 0.28
H -5.94 -1.94 4.06
H -5.56 -3.47 4.90
H -7.24 -3.12 4.45
O -9.81 -6.85 0.19
S -9.86 -7.72 -0.95
O -9.57 -7.19 -2.24
O -11.27 -8.45 -0.96
C -12.46 -7.62 -0.86
C -12.80 -6.94 -2.17
C -8.87 -9.14 -0.66
H -12.32 -6.91 -0.05
H -13.24 -8.33 -0.57
H -12.06 -6.18 -2.43
H -13.77 -6.44 -2.07
H -12.86 -7.66 -2.98
H -9.12 -9.55 0.32
H -7.84 -8.81 -0.69
H -9.06 -9.86 -1.45
*
```

Atom charges from the Mulliken analysis, given in e for atoms 1 to 6: C -1.566; C -0.489; C 0.268; F -0.406; C 0.479; N 0.745